# 1
Molecular formula: C5H11Bi2ClF3O3S
Method: DFT, the ωB97M-V functional and the def2-TZVPD basis

Geometry as XYZ:
```
26
Properties=species:S:1:pos:R:3:forces:R:3:mulliken_charge:R:1
Bi -0.103 0.440 -0.079 0.064 -0.535 -1.889 1.13
Cl -0.806 -1.456 -1.669 -0.224 -0.487 1.209 -0.49
C 1.947 -0.447 -0.098 0.209 0.475 -0.130 -1.21
H 2.507 0.020 0.721 -0.048 -0.182 -0.249 0.35
H 2.387 -0.205 -1.073 -0.027 -0.175 0.260 0.40
H 1.877 -1.528 0.048 -0.144 0.264 -0.046 0.31
Bi -0.489 1.037 -3.434 0.172 1.318 -0.782 0.44
C 0.243 -0.629 -4.795 0.108 -0.089 0.233 -1.27
C -2.762 0.998 -3.583 0.029 -0.107 0.144 -1.29
C -0.202 2.586 -4.837 0.028 0.485 -0.651 -1.00
H -3.154 1.633 -2.779 0.000 -0.191 -0.159 0.35
H -3.032 1.416 -4.561 0.205 -0.148 0.284 0.33
H -3.122 -0.028 -3.467 -0.033 0.174 0.017 0.33
H 1.280 -0.839 -4.506 -0.221 -0.084 -0.104 0.36
H -0.372 -1.522 -4.659 0.129 0.107 -0.039 0.34
H 0.199 -0.252 -5.825 -0.069 -0.005 0.387 0.32
H 0.626 2.553 -5.564 -0.312 -0.060 0.539 0.18
H -0.932 3.400 -4.967 0.369 -0.406 0.310 0.19
F -0.951 0.622 4.967 -0.211 -0.207 -0.817 -0.22
C -1.219 0.410 3.663 -0.279 0.493 -0.197 0.68
F -2.521 0.067 3.527 1.005 0.262 0.243 -0.23
F -1.031 1.595 3.003 -0.234 -0.813 0.509 -0.23
S -0.093 -0.877 2.917 -0.477 -0.448 -0.998 1.09
O 1.197 -0.223 2.831 -0.706 -0.208 0.237 -0.61
O -0.257 -2.040 3.743 0.144 0.529 -0.202 -0.62
O -0.721 -1.059 1.537 0.523 0.038 1.890 -0.63
```
Positions in Å, forces in eV/Å.

Kohn-Sham gap   4.3294 eV
Maximum force   1.96 eV/Å
LUMO level   2.133 eV
Charge   -1
E_tot   -2009.96190 hartree
Energy above the lowest of the compared OMol25 structures with the same formula, charge and spin   0.0 kJ/mol

***

# 2
Molecular formula: C5H8P2
Method: DFT, the ωB97M-V functional and the def2-TZVPD basis

Geometry as XYZ:
```
15
Properties=species:S:1:pos:R:3:forces:R:3:mulliken_charge:R:1
C -2.890 1.388 0.012 -4.090 1.378 2.084 -0.76
C -1.716 0.882 -0.103 2.128 -0.775 -2.215 0.11
C -1.419 -0.402 0.391 4.079 -1.091 1.262 -0.25
C -0.222 -1.047 0.599 -1.982 -0.958 0.456 -0.40
C 1.105 -0.802 0.219 1.586 1.140 -1.149 -0.12
P 1.890 0.653 -0.200 -1.459 -0.619 0.501 0.01
P 3.849 -0.197 -0.256 1.608 1.093 -0.048 -0.18
H -3.666 0.852 0.688 1.162 1.134 -1.362 0.19
H -3.092 2.410 -0.345 -0.249 -0.735 0.080 0.28
H -1.047 1.351 -0.800 0.675 0.311 0.099 0.26
H -2.088 -0.809 1.038 -2.725 -1.220 1.231 0.31
H -0.174 -2.032 1.182 -1.096 1.415 -0.708 0.18
H 1.621 -1.759 0.213 0.679 0.275 0.048 0.26
H 4.269 0.570 -1.390 0.293 0.485 0.629 0.05
H 3.581 -1.058 -1.249 -0.610 -1.835 -0.908 0.05
```
Positions in Å, forces in eV/Å.

Kohn-Sham gap   7.1674 eV
Maximum force   4.79 eV/Å
LUMO level   -0.797 eV
Structure (SMILES)   C=C/C=C\C=P#[PH2]
E_tot   -877.88798 hartree
Energy above the lowest of the compared OMol25 structures with the same formula, charge and spin   195.2 kJ/mol